No. 1
Entry from the Open Molecules 2025 dataset: a 2-piece molecular cluster, C21H43BI2NO overall at a distorted geometry (wB97M-V/def2-TZVPD).

Cartesian coordinates (Å):
C (-2.46938, -0.09020, -1.28633)
C (-1.20951, 0.83927, -0.98543)
C (0.17266, 0.29397, -1.56069)
C (0.76483, -0.94358, -0.74587)
C (0.80030, -0.76225, 0.83842)
C (1.34888, 0.63206, 1.36021)
C (2.94031, 0.81153, 1.33203)
C (3.77239, -0.53784, 1.49229)
C (5.34593, -0.37053, 1.12214)
C (5.48336, 0.22198, -0.38132)
C (4.12886, 0.94184, -0.89202)
C (4.26207, 1.63189, -2.30560)
I (4.26045, 3.76358, -2.73513)
C (4.39331, 0.82520, -3.46860)
C (4.57757, 1.48342, -4.92835)
I (4.36544, -1.33909, -3.49101)
N (3.41171, 1.68737, 0.16597)
B (4.07042, 2.89845, 0.78830)
C (5.62002, 3.32126, 0.79198)
O (3.16927, 3.83988, 1.42530)
H (-2.58330, -0.40628, -2.36728)
H (-2.42887, -0.96547, -0.55439)
H (-3.39857, 0.50931, -0.98121)
H (-1.39016, 1.85406, -1.48717)
H (-1.19491, 1.03978, 0.13283)
H (-0.03520, -0.08201, -2.62019)
H (0.98826, 1.08711, -1.62920)
H (0.06010, -1.82729, -0.94998)
H (1.78712, -1.30219, -1.12566)
H (1.31333, -1.67650, 1.30141)
H (-0.28794, -0.83893, 1.19662)
H (1.02336, 0.71916, 2.45682)
H (0.77941, 1.45302, 0.81476)
H (3.17293, 1.39834, 2.29374)
H (3.69895, -0.93279, 2.56318)
H (3.42207, -1.38631, 0.80869)
H (5.77450, 0.35886, 1.89634)
H (5.86865, -1.37184, 1.15757)
H (5.78854, -0.64489, -1.03656)
H (6.37122, 0.94623, -0.38430)
H (3.44226, 0.04349, -1.11930)
H (4.78989, 0.69481, -5.72129)
H (5.54917, 2.08938, -4.84428)
H (3.72533, 2.17390, -5.20374)
H (2.52315, 2.02686, -0.26356)
H (5.66320, 4.46240, 0.88614)
H (6.10250, 3.09529, -0.22325)
H (6.19785, 2.84381, 1.64393)
H (2.33686, 3.86398, 0.90855)
C (-8.10790, -1.39882, 2.98307)
C (-6.59683, -1.39412, 2.79478)
C (-6.15454, -0.78198, 1.46448)
C (-6.64190, -1.51654, 0.21221)
C (-6.24094, -2.98954, 0.12100)
C (-4.73396, -3.20086, 0.06213)
H (-8.60730, -2.00951, 2.22779)
H (-8.36404, -1.81102, 3.96215)
H (-8.51099, -0.38426, 2.92876)
H (-6.21044, -2.41274, 2.89436)
H (-6.14707, -0.81447, 3.60773)
H (-5.06023, -0.72523, 1.45085)
H (-6.50844, 0.25405, 1.41601)
H (-6.25722, -0.98888, -0.66833)
H (-7.73239, -1.44561, 0.15029)
H (-6.68638, -3.41273, -0.78529)
H (-6.65919, -3.55379, 0.95950)
H (-4.30140, -2.67914, -0.79600)
H (-4.50697, -4.26500, -0.04020)
H (-4.24044, -2.84331, 0.96920)

Output
Total charge: +1
LUMO level (eV): -3.22

No. 2
Entry from the Open Molecules 2025 dataset: C21H43BO2P2W as an isolated structure at a distorted geometry (wB97M-V/def2-TZVPD).

Cartesian coordinates (Å):
P (-0.18141, -2.38770, -3.00051)
P (-0.28146, 0.90960, -3.21747)
C (-0.70243, -1.43219, -4.44944)
C (0.12117, -0.16087, -4.61652)
H (-1.78585, -1.24118, -4.36364)
H (-0.51895, -2.17182, -5.23055)
H (1.21135, -0.32128, -4.60187)
H (-0.14991, 0.35641, -5.54529)
C (-1.79070, 1.88060, -3.77558)
H (-2.10744, 2.58092, -2.98966)
H (-2.63650, 1.22190, -3.99876)
H (-1.55350, 2.47310, -4.67218)
C (0.87759, 2.35940, -3.50186)
H (0.56315, 2.94030, -4.38382)
H (1.90464, 2.01028, -3.66703)
H (0.85580, 3.02999, -2.62905)
C (-1.39261, -3.77660, -2.95277)
H (-1.27065, -4.47041, -2.11291)
H (-1.03785, -4.26621, -3.85267)
H (-2.43619, -3.48923, -3.10246)
C (1.40833, -3.02132, -3.53894)
H (2.07569, -2.14867, -3.58235)
H (1.10438, -3.41203, -4.51786)
H (1.75426, -3.79704, -2.83316)
W (-1.00945, -2.11826, -1.03692)
C (1.72453, 1.99168, 0.33814)
C (0.39244, 2.06507, 0.46827)
C (-0.68374, 1.49890, -0.44382)
C (-1.03335, -0.03736, -0.67223)
C (0.91343, -0.81241, -1.57250)
C (2.22727, -0.81282, -1.31385)
C (2.88313, 0.49096, -1.47831)
C (2.91226, 1.10707, -0.06575)
C (-0.34363, -2.41311, 0.94491)
H (2.17067, 2.96402, 0.69835)
H (-0.02798, 2.73031, 1.22805)
H (-0.36049, 1.84839, -1.45188)
H (-1.65037, 2.00033, -0.16808)
H (-1.51304, -0.40325, 0.23549)
H (-1.86184, -0.08900, -1.50921)
H (0.17369, -3.30965, -1.05500)
H (2.75364, -1.66901, -0.82319)
H (2.26396, 1.11264, -2.14199)
H (3.87391, 0.39942, -1.95092)
H (3.08427, 0.24548, 0.66121)
H (3.79310, 1.76861, -0.04075)
H (-0.12588, -1.32259, 1.42263)
H (0.59151, -2.95741, 0.84285)
H (-0.83959, -2.89171, 1.80844)
C (-1.03893, -1.06343, 5.42133)
C (-1.34646, 0.16126, 4.55003)
C (-2.46926, 0.94188, 5.20745)
O (-1.75394, -0.33602, 3.23780)
B (-0.58714, -0.34404, 2.48152)
O (0.46521, 0.35539, 3.01985)
C (-0.04653, 1.01063, 4.21643)
C (-0.32136, 2.47993, 3.87471)
C (1.06547, 0.97026, 5.23233)
H (-0.78398, -0.79088, 6.45714)
H (-0.21506, -1.66522, 5.01672)
H (-1.93727, -1.69556, 5.45995)
H (-3.34384, 0.29924, 5.36414)
H (-2.17317, 1.30000, 6.20220)
H (-2.77120, 1.82440, 4.64392)
H (-0.57774, 3.05988, 4.77078)
H (0.58423, 2.93299, 3.45283)
H (-1.13620, 2.60870, 3.15381)
H (1.34742, -0.06024, 5.45066)
H (1.93524, 1.50068, 4.83646)
H (0.76520, 1.45793, 6.16233)

Output
Total charge: +2
LUMO level (spin up / spin down) (eV): -7.24 / -7.83
2S+1: 3
Energy relative to the best compared isomer or geometry (same formula, charge and spin) (kcal per mole): 164.9
⟨S²⟩: 2.02

No. 3
Entry from the Open Molecules 2025 dataset: C21H43CrN2P3SSe as an isolated structure at a distorted geometry (wB97M-V/def2-TZVPD).

Cartesian coordinates (Å):
Cr (0.60080, -0.14690, -0.84158)
P (2.48446, 0.97377, -0.35101)
P (-0.48669, 0.56870, 1.58706)
P (-1.07728, 1.58086, -1.52713)
H (-0.64044, -4.35751, -5.64705)
C (-0.13177, -3.68608, -6.35800)
C (0.81131, -2.84845, -5.84183)
H (1.37318, -3.18965, -4.96550)
C (3.74363, 0.07777, 0.53091)
C (2.35403, 2.53800, 0.54255)
C (2.94276, 1.36955, -2.06597)
C (-2.00368, -0.10226, 2.38968)
C (0.72249, 0.29009, 2.92107)
C (-0.81272, 2.35004, 1.88647)
C (-1.24044, 1.22938, -3.32514)
C (-0.52735, 3.36865, -1.50453)
C (-2.85356, 1.84295, -1.13325)
H (-0.48614, -3.85810, -7.38765)
H (1.01004, -1.81218, -6.14552)
H (3.88384, -0.91888, 0.10586)
H (3.45687, -0.01146, 1.58190)
H (4.64286, 0.69023, 0.43444)
H (2.10949, 2.34402, 1.59451)
H (1.61798, 3.22255, 0.10146)
H (3.35766, 2.97227, 0.47936)
H (2.95644, 0.44159, -2.66889)
H (3.94694, 1.80775, -1.99917)
H (2.23019, 2.08783, -2.51849)
H (-2.28423, 0.56829, 3.21674)
H (-1.81548, -1.10043, 2.80308)
H (-2.83789, -0.15817, 1.67703)
H (0.48660, 0.97522, 3.73973)
H (1.73842, 0.48864, 2.56954)
H (0.66723, -0.73427, 3.28900)
H (-1.09582, 2.46877, 2.93745)
H (-1.62002, 2.75550, 1.27399)
H (0.08127, 2.95276, 1.72346)
H (-1.93167, 1.93058, -3.82808)
H (-1.62235, 0.20323, -3.41969)
H (-0.25405, 1.27239, -3.80840)
H (-1.17346, 3.99574, -2.14250)
H (0.50906, 3.48481, -1.84736)
H (-0.57116, 3.77602, -0.48535)
H (-3.27309, 2.65976, -1.74470)
H (-3.01090, 2.08234, -0.07766)
H (-3.41589, 0.93112, -1.35562)
C (-2.93575, -2.79076, -2.00876)
C (-1.72765, -2.97891, -2.71532)
C (-1.74424, -2.79883, -4.08598)
C (-2.91320, -2.67789, -4.86003)
C (-4.12418, -2.60557, -4.15256)
C (-4.09991, -2.60912, -2.76141)
Se (-3.11023, -2.74558, -0.11477)
H (-4.07725, -1.68147, 0.03602)
H (-0.72832, -3.19093, -2.28833)
H (-0.72134, -2.79422, -4.45867)
H (-2.87730, -2.64580, -5.95818)
H (-5.07504, -2.54722, -4.66624)
H (-4.98764, -2.44441, -2.16346)
C (2.97196, -2.68209, 3.13421)
N (1.56426, -3.03449, 2.93670)
C (0.71625, -3.41186, 3.97098)
C (-0.53869, -3.49730, 3.48196)
N (-0.44733, -3.16545, 2.14214)
C (0.82416, -2.80004, 1.80898)
S (1.32499, -2.22861, 0.28894)
H (3.51465, -2.84945, 2.19467)
H (3.06079, -1.62399, 3.44347)
H (3.36174, -3.33094, 3.93236)
H (1.09480, -3.58361, 4.95239)
H (-1.45964, -3.72861, 3.98874)
H (-1.22703, -3.13672, 1.49122)

Output
Total charge: +3
LUMO level (spin up / spin down) (eV): -11.62 / -9.72
2S+1: 4
⟨S²⟩: 4.12

Q: Among the records above, which one has the highest total charge?
A: C21H43CrN2P3SSe

Q: Among the records above, which one has the highest total charge?
A: C21H43CrN2P3SSe